(1)
Computed, not measured: C3H3IN2S as an isolated structure at a distorted geometry, with wB97M-V/def2-TZVPD.

The geometry in XYZ format:
```
10
Properties=species:S:1:pos:R:3:forces:R:3:lowdin_charge:R:1
C -0.1058 0.0360 -0.1763 0.950 -1.555 0.510 -0.39
C 0.6037 -1.1731 0.6426 -2.133 1.936 -2.259 -0.91
C -0.0799 1.5588 -0.2987 0.097 0.067 2.210 -0.06
N -0.9405 -0.5001 -1.0085 -0.506 0.458 0.139 -0.33
N 0.1475 -2.3026 0.2165 -0.394 -0.258 0.490 -0.39
S -1.0652 -2.0954 -0.8707 0.919 -0.574 -0.158 0.94
I 1.7144 -1.2692 2.3432 0.622 0.507 0.403 0.88
H -0.3183 2.0292 0.7372 -0.067 -0.715 -1.782 0.10
H 0.9122 1.9916 -0.5114 -0.428 -0.387 -0.399 0.07
H -0.8680 1.7247 -1.0739 0.939 0.519 0.844 0.08
```
Positions in Å, forces in eV/Å.

Values from the calculation:
Orbital gap   9.3 eV
2S+1   1

***

(2)
Computed, not measured: one molecule with the formula C20H20N4O4 at a distorted geometry, with wB97M-V/def2-TZVPD.

The geometry in XYZ format:
```
48
Properties=species:S:1:pos:R:3:forces:R:3:lowdin_charge:R:1
O 2.2694 1.3545 -2.3010 -0.898 0.369 0.143 0.03
O -3.0896 -2.6788 0.9514 1.345 3.645 -2.961 0.07
N -1.0571 1.8283 0.9846 2.069 -3.951 1.408 0.10
N -1.5077 0.6704 1.4668 -0.570 -0.451 -0.635 0.06
O 3.9184 -1.6413 5.5472 -0.256 -1.271 -0.559 0.08
O -2.2494 -1.1558 -0.7257 -0.095 -1.269 2.874 -0.02
C 1.2736 2.0698 -2.4446 1.569 -0.673 0.849 -0.38
C -2.2815 -1.8244 0.4832 -0.515 -4.326 1.905 -0.35
C 0.4273 0.1753 0.5391 2.432 -3.057 -0.427 -0.04
C 0.2202 1.4883 0.5372 0.108 3.469 -1.024 -0.28
C -0.6403 1.9619 -6.2790 1.898 0.715 2.728 -0.06
C -0.9820 2.8884 -5.3020 -2.776 1.649 -1.824 -0.13
C 0.4686 1.1382 -5.9804 -0.987 0.217 -2.757 -0.08
C 2.3305 -2.9504 4.3235 -1.060 -1.869 0.023 -0.02
C 1.7283 -0.7789 4.8096 -1.039 1.773 1.501 -0.01
C -0.4567 2.9647 -4.0484 -0.464 -0.125 2.006 -0.05
C 1.1950 1.2992 -4.8428 -0.971 0.234 1.124 -0.02
C 1.0430 -3.1893 3.7707 1.335 2.248 0.630 -0.02
C 0.3947 -0.9116 4.3222 2.558 -1.214 -0.321 -0.03
C 2.6955 -1.8028 4.9937 -2.331 1.276 -1.969 -0.32
C 0.6147 2.0984 -3.8330 0.778 1.108 2.174 -0.12
C 0.1238 -2.1247 3.7270 -0.704 -2.108 -1.902 -0.25
N 0.7962 2.8002 -1.3538 -0.210 0.591 -3.458 0.06
N -0.6125 -0.3516 1.1774 -0.564 1.237 0.716 -0.10
C -3.4674 -1.2598 -1.4074 0.777 -1.328 -2.836 -0.07
C 1.1188 2.5892 0.0040 -1.424 -0.423 1.548 -0.15
C -1.1030 -2.3405 2.8169 0.677 -0.679 -0.820 -0.06
C -0.9467 -1.7829 1.2923 -1.825 1.312 0.931 -0.10
H 3.9490 -0.7767 5.9048 0.238 1.408 0.657 0.09
H 1.2437 -0.5346 0.1297 -1.346 1.797 0.841 0.18
H -1.0246 2.1438 -7.2330 -0.685 -0.567 -1.363 0.08
H -1.7754 3.6334 -5.5803 0.690 -0.794 0.312 0.12
H 0.7491 0.4847 -6.8155 0.410 0.049 0.620 0.11
H 3.0097 -3.7688 4.2656 0.636 -0.495 0.148 0.10
H 1.8677 0.2647 5.1400 0.692 -0.596 0.239 0.11
H -0.9945 3.6276 -3.2025 1.600 -1.588 -2.197 0.16
H 2.1304 0.7899 -4.7066 0.049 -0.178 0.423 0.12
H 0.8027 -4.1288 3.2978 0.134 -0.071 -0.037 0.11
H -0.3028 -0.0911 4.2730 0.122 0.228 0.036 0.11
H 0.0752 3.4620 -1.5634 -0.243 0.027 0.162 0.10
H -3.4314 -0.6029 -2.2789 0.303 -0.375 -0.021 0.11
H -3.7439 -2.2993 -1.6547 0.673 0.262 -0.314 0.11
H -4.2638 -0.9710 -0.8675 -2.565 1.441 2.440 0.05
H 2.1505 2.3859 0.1580 0.881 -0.387 -0.103 0.11
H 0.8725 3.4662 0.6424 0.190 -0.216 -0.828 0.13
H -1.8188 -1.7686 3.3239 -1.808 0.771 0.100 0.09
H -1.4683 -3.4317 2.7863 0.730 1.764 -0.104 0.14
H -0.2508 -2.4185 0.7521 0.439 0.418 -0.078 0.16
```
Positions in Å, forces in eV/Å.

Values from the calculation:
SMILES   COC(=O)[C@H](Cc1ccc(O)cc1)n1cc(CNC(=O)c2ccccc2)nn1
Orbital gap   9.2 eV
2S+1   1

***

(3)
Computed, not measured: a 15-piece molecular cluster, C3H34NO14S overall at a distorted geometry, with wB97M-V/def2-TZVPD.

The geometry in XYZ format:
```
53
Properties=species:S:1:pos:R:3:forces:R:3:lowdin_charge:R:1
C 1.5224 -0.5136 1.0552 1.551 -3.740 -2.163 -0.23
O 1.5813 0.5499 0.1802 1.963 0.340 0.606 -0.07
C 0.6828 -0.5383 2.2601 -1.423 -3.326 0.953 -0.44
C 0.2908 -1.7002 2.9038 0.435 2.200 1.396 0.02
S -1.1960 -2.7779 -2.1775 -0.632 0.128 -0.255 0.23
N -0.0210 0.5438 2.5972 -1.228 1.733 1.086 0.13
H 1.0384 -1.4890 0.4346 1.546 1.863 1.454 0.17
H 2.6597 -0.7493 1.3356 -2.565 0.248 -0.531 0.17
H -0.3842 0.1494 -4.4286 0.861 0.328 1.236 0.06
H 0.0451 -2.6927 2.6827 0.958 -1.318 -1.249 0.02
H -0.0097 -1.5031 3.9422 -0.459 0.197 -0.409 0.06
H -2.2654 -3.2189 -2.8956 0.517 0.274 0.137 -0.32
H -0.5663 0.6754 3.4294 -0.857 -1.795 0.423 0.10
H 0.3746 1.4063 2.6632 2.412 3.103 -1.244 0.07
H -4.1437 0.1223 0.5551 1.332 2.373 0.186 -0.03
H -4.1973 -1.2378 0.2907 -0.534 -0.433 0.166 0.02
O -4.7877 -0.5361 0.6013 -1.053 -1.884 -0.316 -0.05
H 2.4938 -3.0633 -0.2976 1.880 -2.153 0.863 0.06
H 2.7067 -3.5898 -1.4534 0.089 -1.208 -2.236 -0.04
O 3.0765 -3.8726 -0.6180 -2.231 3.304 1.386 -0.11
H 4.2302 -0.0904 -1.4231 -1.876 -0.040 3.445 -0.02
H 4.4849 -0.4919 -2.6702 -0.170 -1.627 -2.622 0.00
O 4.7840 0.1635 -2.0980 2.077 1.675 -0.807 0.02
H -2.9591 2.5663 3.0995 0.004 -0.901 -0.964 0.05
H -2.6786 0.9514 3.1404 0.118 -3.488 -3.348 -0.04
O -2.7811 1.7361 3.5443 -0.159 4.327 4.177 0.00
H 2.4374 -2.2040 -2.9441 0.598 1.785 -0.259 -0.01
H 0.7714 -2.4346 -2.9882 1.691 -0.514 0.173 -0.09
O 1.7278 -2.8053 -2.9766 -1.934 -1.419 0.082 -0.15
H 2.7849 3.6528 1.5032 -0.821 0.360 -2.492 0.06
H 2.2679 3.8274 -0.1417 0.694 -0.686 1.097 0.02
O 2.2446 4.1177 0.7956 0.082 0.150 1.280 -0.11
H -0.6343 3.3255 0.3832 0.346 -0.805 -0.593 -0.02
H -0.8562 4.1502 1.6335 -0.730 0.063 -2.264 0.08
O -1.1612 4.0635 0.6667 0.266 0.804 2.771 -0.08
H 0.4248 -4.0279 0.3748 -2.592 0.833 1.379 0.10
H -0.9106 -3.9357 -0.1925 -1.247 0.091 -1.582 -0.12
O -0.5501 -3.7708 0.6657 3.895 -1.032 0.280 -0.17
H -1.3863 0.9647 -1.1552 -0.429 0.030 -1.496 0.02
H -0.9530 0.2657 0.1146 -0.671 3.615 -1.418 0.13
O -0.9386 1.2790 -0.3855 0.308 -3.797 2.780 -0.12
H 1.8120 1.6398 -1.8728 1.557 1.896 0.278 0.05
H 1.7672 2.5931 -2.9522 1.114 0.659 1.101 0.06
O 2.2773 2.5326 -2.0900 -2.751 -2.488 -1.255 -0.11
H -1.2394 -1.3406 1.4546 -2.385 1.344 -1.270 0.06
H -1.9945 -2.1511 0.5000 -0.553 3.736 0.018 0.09
O -2.0561 -1.1000 0.7971 3.490 -4.931 1.318 -0.21
H -3.2436 4.1013 -0.3657 -2.962 -3.022 -0.567 0.11
H -3.2056 2.5808 -0.2929 -1.895 1.111 -0.525 0.02
O -3.9424 3.2587 -0.5117 5.027 1.869 1.201 -0.19
H 0.7532 0.9571 -0.0004 -1.673 0.544 -0.345 0.00
H -0.2736 -0.5642 -3.1150 0.005 -0.033 0.281 -0.08
O 0.0958 0.2244 -3.5579 -0.983 -0.342 -1.341 -0.12
```
Positions in Å, forces in eV/Å.

Values from the calculation:
Orbital gap   7.4 eV
2S+1   1
Net charge   -1

***

(4)
Computed, not measured: a 2-piece molecular cluster, C6H14O overall at a distorted geometry, with wB97M-V/def2-TZVPD.

The geometry in XYZ format:
```
21
Properties=species:S:1:pos:R:3:forces:R:3:lowdin_charge:R:1
C 1.0879 0.1729 0.9465 -0.294 0.245 -0.473 -0.12
C -0.2310 -0.5619 1.1317 0.031 0.114 -1.017 -0.26
C -0.7214 -1.2789 -0.1603 -0.279 1.717 0.436 -0.20
C -1.0682 -0.2599 -1.2232 -0.586 -0.652 -0.105 -0.15
C -2.3145 0.1163 -1.4913 -0.164 -0.497 -0.915 -0.17
C -2.6941 0.9853 -2.6553 0.008 0.233 -0.790 -0.12
H 0.9257 1.0035 0.2594 -0.009 0.088 -0.112 0.06
H 1.4258 0.6324 1.8706 0.322 -0.235 0.132 0.07
H 1.8418 -0.4504 0.4611 0.189 -0.083 0.413 0.07
H -0.1956 -1.2629 1.9652 -0.106 0.073 0.062 0.10
H -1.0018 0.2028 1.2567 -0.036 -0.173 0.730 0.10
H 0.0205 -1.9561 -0.5635 -0.094 -0.598 0.162 0.10
H -1.6864 -1.6849 0.1333 0.169 -0.919 -0.198 0.10
H -0.3223 0.0504 -1.9342 0.581 0.454 0.155 0.11
H -3.1735 -0.4009 -1.0661 0.245 0.190 0.625 0.10
H -2.0681 1.8727 -2.7781 -0.209 0.124 0.383 0.07
H -2.5791 0.4920 -3.6290 0.096 -0.414 0.228 0.07
H -3.7534 1.2468 -2.6485 0.142 0.332 0.286 0.06
H 5.6076 0.4515 2.5910 -0.082 -0.114 0.037 0.03
H 5.2128 -0.0329 4.0089 0.215 0.305 -0.381 0.04
O 5.6875 0.6623 3.5252 -0.140 -0.190 0.341 -0.07
```
Positions in Å, forces in eV/Å.

Values from the calculation:
SMILES   C/C=C/CCC.O
Orbital gap   9.9 eV
2S+1   1

***

(5)
Computed, not measured: C32H25CrF13N4O3S as an isolated structure, with wB97M-V/def2-TZVPD.

The geometry in XYZ format:
```
79
Properties=species:S:1:pos:R:3:forces:R:3:lowdin_spin:R:1
Cr 0.4800 1.0988 -0.5627 0.347 0.010 -0.337 0.00
C -5.1795 3.3699 2.7714 0.088 -0.046 -0.076 0.00
C -4.1692 2.5640 1.9897 -0.031 0.023 0.039 0.00
C -4.5352 1.8033 0.8839 -0.052 0.027 0.005 0.00
C -3.5926 1.0870 0.1791 -0.033 -0.038 -0.063 0.00
C -2.2295 1.0731 0.5265 0.069 -0.067 -0.019 0.00
N -1.3333 0.3206 -0.2343 -0.210 -0.205 -0.083 0.00
C -1.7030 -0.9493 -0.6319 -0.081 0.185 0.124 0.00
C -2.5350 -1.7406 0.1931 -0.046 0.007 0.040 0.00
C -2.9564 -3.0049 -0.1598 0.012 -0.014 0.044 0.00
C -2.5642 -3.5813 -1.3632 -0.026 -0.069 -0.032 0.00
C -3.0063 -4.9704 -1.7606 0.078 0.121 0.046 0.00
C -1.7149 -2.8360 -2.1670 0.058 0.087 0.043 0.00
C -1.2574 -1.5598 -1.8323 0.014 -0.092 -0.183 0.00
C -0.2794 -0.8010 -2.7437 0.150 -0.076 -0.007 0.00
O 0.6970 -0.1566 -2.0203 -0.343 -0.021 0.170 0.01
C 0.5677 -1.7486 -3.6651 -0.090 0.078 0.093 0.00
F -0.0861 -2.4535 -4.6065 -0.056 0.007 0.071 0.00
F 1.5019 -1.0411 -4.3273 0.010 0.020 -0.001 0.00
F 1.2324 -2.6395 -2.9021 -0.035 0.033 -0.048 0.00
C -1.0718 0.2036 -3.6503 0.097 -0.131 0.162 0.00
F -1.7282 -0.4289 -4.6503 0.045 -0.001 0.051 0.00
F -1.9967 0.8733 -2.9578 0.035 0.047 -0.066 0.00
F -0.2613 1.1061 -4.2202 -0.021 -0.024 -0.021 0.00
C -1.8448 1.8852 1.6155 0.061 0.102 0.159 0.00
C -2.8256 2.5837 2.3268 0.014 -0.002 -0.086 0.00
C -0.3864 1.9661 2.1164 0.012 0.043 -0.057 0.00
O 0.5458 1.4038 1.2876 -0.315 0.141 0.091 0.00
C -0.2820 1.1800 3.4619 0.038 -0.008 -0.165 0.00
F 0.9928 0.9781 3.8215 -0.031 0.045 0.061 0.00
F -0.8523 -0.0309 3.3320 0.069 0.035 -0.009 0.00
F -0.8879 1.7840 4.5054 -0.045 -0.012 -0.022 0.00
C 0.0579 3.4606 2.3303 0.033 -0.241 -0.054 0.00
F 1.3683 3.5238 2.6148 -0.012 0.008 -0.010 0.00
F -0.1483 4.1600 1.2087 0.039 -0.016 0.030 0.00
F -0.5658 4.1351 3.3242 -0.009 -0.049 -0.012 0.00
H -6.1857 2.9646 2.6468 0.029 0.011 0.011 0.00
H -4.9421 3.3701 3.8371 -0.013 0.005 -0.022 0.00
H -5.1984 4.4121 2.4385 -0.010 -0.031 0.017 0.00
H -5.5749 1.7782 0.5680 0.051 -0.013 -0.003 0.00
H -3.8972 0.5045 -0.6828 0.025 0.005 0.031 0.00
H -2.8488 -1.3228 1.1423 0.001 0.003 -0.024 0.00
H -3.5952 -3.5633 0.5207 0.017 0.056 -0.024 0.00
H -3.9932 -5.1970 -1.3525 0.012 -0.007 -0.017 0.00
H -3.0588 -5.0697 -2.8465 0.001 -0.007 0.024 0.00
H -2.3141 -5.7350 -1.3929 -0.026 0.024 -0.018 0.00
H -1.4046 -3.2824 -3.0997 0.035 -0.002 -0.048 0.00
H -2.5330 3.1674 3.1883 0.009 -0.006 -0.006 0.00
C 4.6060 5.2718 -1.9214 0.021 -0.086 0.091 0.00
C 4.7848 4.4575 -0.6326 -0.090 0.030 -0.181 0.00
C 4.1333 3.1146 -0.7454 0.046 -0.224 -0.094 0.00
N 2.8872 2.9055 -0.5568 -0.089 -0.171 0.032 0.00
N 2.4979 1.6043 -0.7916 0.453 0.210 -0.065 0.00
C 3.4855 0.8314 -1.1783 -0.022 0.248 0.103 0.00
N 3.3543 -0.4900 -1.4190 -0.210 -0.101 -0.164 0.00
S 4.9933 1.6761 -1.2726 0.022 0.114 0.048 0.00
H 5.0247 6.2733 -1.8084 -0.005 -0.040 -0.002 0.00
H 3.5453 5.3593 -2.1562 0.022 0.023 -0.005 0.00
H 5.1026 4.7830 -2.7619 -0.020 0.021 0.007 0.00
H 4.3157 4.9764 0.2023 -0.005 -0.012 0.040 0.00
H 5.8443 4.3367 -0.4041 0.014 0.002 0.052 0.00
H 2.3880 -0.7422 -1.6789 0.009 0.029 0.081 0.00
H 4.0614 -0.9154 -1.9936 0.059 -0.014 0.023 0.00
F 3.2024 -6.7826 2.2631 0.063 -0.149 0.034 0.04
C 2.6876 -5.5584 2.0071 -0.052 0.142 -0.035 0.12
C 1.3117 -5.4084 1.9533 -0.055 -0.001 0.005 -0.02
C 0.7891 -4.1596 1.6919 -0.031 0.076 -0.049 0.12
C 1.6281 -3.0333 1.4812 0.029 -0.127 -0.074 0.05
C 1.0876 -1.7706 1.2133 -0.006 0.053 0.063 0.50
C 3.0294 -3.2499 1.5413 -0.031 0.074 0.010 0.12
C 3.5548 -4.4983 1.8031 0.034 0.028 -0.012 -0.02
H 0.6737 -6.2685 2.1142 0.021 0.024 -0.009 0.00
H -0.2845 -4.0174 1.6305 0.038 -0.023 0.007 0.00
H 1.7268 -0.9051 1.0936 0.006 -0.031 0.029 0.03
H 0.0174 -1.6179 1.1757 0.079 0.000 0.005 0.03
H 3.6898 -2.4059 1.3744 -0.021 -0.045 0.005 0.01
H 4.6235 -4.6663 1.8499 -0.027 0.000 0.003 0.00
O -0.5036 3.6198 -1.7793 -0.141 0.041 -0.132 0.00
C -0.1623 2.6357 -1.2956 -0.075 -0.034 0.387 0.00
```
Positions in Å, forces in eV/Å.

Values from the calculation:
Orbital gap (spin up / spin down)   5.8 / 5.8 eV
Expectation value of S²   0.7913
2S+1   2
Net charge   -1